No. 1
10
Properties=species:S:1:pos:R:3:lowdin_charge:R:1 method="wB97M-V/def2-TZVPD" energy_ha=-981.4171 spin_multiplicity=1 homo_ev=-9.18 e_lumo_ha=-0.0109
N -0.719 1.323 0.063 -0.4013
N -0.712 -0.532 -1.405 -0.4372
N 1.010 -1.064 0.974 -0.1242
O 1.533 1.015 -1.155 -0.2943
P 0.426 0.313 -0.565 0.3686
S -2.056 0.282 -0.594 0.7755
H -0.698 1.454 1.080 0.0521
H -0.858 -1.566 -1.356 0.0746
H 0.216 -0.642 1.593 -0.0065
H 1.859 -0.583 1.365 -0.0074

---

No. 2
20
Properties=species:S:1:pos:R:3:lowdin_charge:R:1 method="wB97M-V/def2-TZVPD" energy_ha=-1715.6143 spin_multiplicity=3 homo_ev="-6.29 / -9.49" e_lumo_ha="0.0144 / -0.1311" s_squared=2.02
C -1.257 0.805 -1.509 -0.1222
C -0.028 0.352 -1.415 -0.1001
C -2.286 0.388 -0.710 -0.4083
C -0.624 -1.119 0.477 -0.4806
C 0.446 -0.604 -0.436 -0.6910
C -1.999 -0.563 0.409 -0.7917
C 2.184 1.175 0.992 -0.1135
O 3.089 -0.865 -0.480 -0.3030
O 1.958 -1.327 1.645 -0.3035
F -2.892 -1.547 0.736 0.0143
S -2.406 1.026 1.096 0.9122
S -0.086 -2.331 -0.780 1.0157
S 2.072 -0.533 0.463 0.5923
H -1.601 1.416 -2.318 0.1269
H 0.808 0.641 -2.078 0.1415
H -3.384 0.300 -0.999 0.1477
H -0.344 -1.370 1.518 0.1308
H 3.086 1.003 1.504 0.0424
H 2.054 1.930 0.217 0.0708
H 1.209 1.224 1.668 0.1193

---

No. 3
58
Properties=species:S:1:pos:R:3:lowdin_charge:R:1 method="wB97M-V/def2-TZVPD" energy_ha=-2665.5555 spin_multiplicity=6 charge=+2 homo_ev="-13.08 / -14.86" e_lumo_ha="-0.2061 / -0.2860" s_squared=8.77
Fe 0.038 0.203 0.115 0.7902
C 1.321 1.370 2.562 -0.1615
C 2.421 0.664 1.786 -0.1569
N 2.151 0.715 0.325 -0.1086
C 2.454 2.023 -0.299 -0.0994
C 1.223 2.892 -0.414 -0.2392
C 1.277 4.259 -0.615 0.0190
C 0.083 4.958 -0.724 0.0049
C -1.124 4.283 -0.609 0.0192
C -1.097 2.916 -0.409 -0.2401
C -2.343 2.070 -0.289 -0.0994
N -2.061 0.758 0.338 -0.1087
C -2.321 0.718 1.802 -0.1553
C -1.200 1.402 2.569 -0.1610
N 0.051 0.681 2.269 -0.1193
N 0.057 2.246 -0.330 0.0653
H 1.224 2.412 2.254 0.1236
H 1.556 1.372 3.629 0.1403
H 2.444 -0.391 2.074 0.1262
H 3.403 1.084 2.013 0.1353
H 2.728 0.011 -0.127 0.1105
H 2.844 1.839 -1.302 0.1449
H 3.240 2.543 0.253 0.1394
H 2.231 4.765 -0.677 0.1342
H 0.093 6.028 -0.883 0.1315
H -2.068 4.808 -0.667 0.1341
H -2.738 1.890 -1.292 0.1453
H -3.120 2.605 0.262 0.1395
H -2.658 0.063 -0.104 0.1051
H -2.365 -0.335 2.092 0.1258
H -3.292 1.160 2.034 0.1354
H -1.428 1.414 3.637 0.1403
H -1.080 2.440 2.256 0.1234
H 0.040 -0.199 2.778 0.1226
C -4.199 -2.882 -1.484 -0.0417
C -3.879 -3.555 -0.315 -0.0488
C -2.613 -3.427 0.239 -0.0976
C -1.635 -2.637 -0.383 -0.3652
C -1.986 -1.956 -1.562 -0.1429
C -3.250 -2.079 -2.112 -0.0636
Si 0.035 -2.534 0.395 0.8363
C 1.562 -2.563 -0.647 -0.3686
C 1.709 -1.823 -1.833 -0.1452
C 2.866 -1.895 -2.589 -0.0624
C 3.913 -2.710 -2.165 -0.0424
C 3.798 -3.439 -0.992 -0.0484
C 2.638 -3.361 -0.232 -0.0965
H -5.186 -2.988 -1.916 0.1207
H -4.615 -4.187 0.165 0.1206
H -2.380 -3.963 1.152 0.1028
H -1.258 -1.349 -2.093 0.0825
H -3.495 -1.569 -3.035 0.1168
H 0.151 -3.415 1.569 -0.0045
H 0.899 -1.201 -2.210 0.0799
H 2.950 -1.337 -3.512 0.1169
H 4.816 -2.778 -2.758 0.1208
H 4.610 -4.077 -0.669 0.1208
H 2.566 -3.941 0.681 0.1031